Entry 1:
A molecular structure, B5CuF8H12 at a distorted geometry, computed with ωB97M-V with the def2-TZVPD basis set.

ORCA input file:
```
! RIJCOSX wB97M-V def2-TZVPD def2/J DEFGRID3
* xyz -3 2
Cu -0.109 0.185 -0.144
B 3.272 -1.856 0.628
H 3.423 -1.406 1.597
H 2.227 -2.115 0.555
H 3.424 -1.055 -0.079
H 4.034 -2.560 0.331
B 1.940 2.943 0.766
H 1.911 2.588 -0.253
H 2.661 2.389 1.348
H 2.176 3.993 0.834
H 0.976 2.964 1.252
B 0.345 -1.091 -3.369
H 0.197 -1.405 -4.391
H 1.395 -0.957 -3.165
H -0.067 -0.107 -3.211
H -0.136 -1.804 -2.716
B -3.789 1.530 -0.969
F -4.412 1.430 0.237
F -3.317 0.306 -1.283
F -4.667 2.160 -1.838
F -2.705 2.309 -0.928
B -1.728 -1.682 2.969
F -2.980 -1.566 3.420
F -1.214 -0.432 2.919
F -1.068 -2.524 3.800
F -1.789 -2.236 1.690
*
```

Calculated values
Kohn-Sham gap (spin up / spin down) (eV): 7.48 / 3.10
Relative energy (zero: lowest compared OMol25 entry of this formula, charge and spin) (eV): 7.021
E_LUMO (spin up / spin down) (eV): 6.6031 / 2.2486
Electronic energy (Eh): -2570.796729

Löwdin atomic charge list, values in e, 4 entries:
1 Cu 0.730
2 B -0.133
3 H -0.038
4 H -0.010

***

Entry 2:
A molecular structure, BCdH10O7P at a distorted geometry, computed with ωB97M-V with the def2-TZVPD basis set.

ORCA input file:
```
! RIJCOSX wB97M-V def2-TZVPD def2/J DEFGRID3
* xyz -2 1
Cd 0.070 0.044 0.006
P -2.141 0.960 1.028
O -3.391 0.094 0.651
O -2.723 2.062 1.945
O -1.406 1.420 -0.303
O -0.991 0.177 1.685
B 1.542 -1.513 0.559
H 1.473 -1.268 -0.547
H 2.217 -2.443 0.733
H 1.895 -0.556 1.065
H 0.496 -1.706 0.959
O 1.470 1.818 0.498
H 1.680 2.230 1.345
H 2.018 2.272 -0.152
O 0.854 0.477 -2.022
H 0.744 1.225 -2.628
H 1.094 -0.276 -2.579
O -1.405 -1.385 -0.889
H -2.255 -1.300 -0.369
H -1.241 -2.332 -0.984
*
```

Calculated values
Kohn-Sham gap (eV): 3.74
Relative energy (zero: lowest compared OMol25 entry of this formula, charge and spin) (eV): 0.000
E_LUMO (eV): 4.8223
Electronic energy (Eh): -1066.600482

Löwdin atomic charge list, values in e, 4 entries:
1 Cd 1.258
2 P -0.129
3 O -0.523
4 O -0.535

***

Entry 3:
A molecular structure, BCdH22O13P at a distorted geometry, computed with ωB97M-V with the def2-TZVPD basis set.

ORCA input file:
```
! RIJCOSX wB97M-V def2-TZVPD def2/J DEFGRID3
* xyz -2 1
Cd -1.713 1.035 -0.711
P -3.403 -1.017 -0.683
O -3.235 -2.121 0.398
O -4.798 -1.278 -1.232
O -2.152 -0.750 -1.558
O -3.272 0.255 0.278
B 0.068 0.214 0.357
H 0.834 -0.313 1.024
H -0.992 0.036 0.731
H 0.356 1.333 0.306
H 0.161 -0.261 -0.688
O 1.000 -2.751 1.400
H 0.609 -1.914 1.073
H 1.850 -2.797 0.954
O -1.294 3.127 -0.028
H -1.908 3.866 0.061
H -0.406 3.503 0.136
O 1.634 3.600 -0.324
H 1.285 3.598 -1.222
H 1.951 2.679 -0.180
O 0.086 -2.382 -1.857
H -0.347 -3.234 -1.750
H -0.541 -1.747 -1.429
O 1.942 -0.320 3.266
H 1.474 -0.367 2.405
H 1.385 0.253 3.801
O 2.908 0.936 0.120
H 2.105 0.761 0.650
H 2.873 0.220 -0.544
O 2.675 -1.464 -1.389
H 1.707 -1.657 -1.424
H 3.091 -2.329 -1.410
O -0.618 1.699 -2.448
H -1.080 2.305 -3.040
H 0.036 1.250 -3.002
O -1.790 -1.196 2.717
H -1.305 -1.863 3.216
H -1.176 -0.911 2.027
*
```

Calculated values
Kohn-Sham gap (eV): 3.03
Relative energy (zero: lowest compared OMol25 entry of this formula, charge and spin) (eV): 0.000
E_LUMO (eV): 3.9741
Electronic energy (Eh): -1525.249291

Löwdin atomic charge list, values in e, 4 entries:
1 Cd 1.298
2 P -0.104
3 O -0.484
4 O -0.491

***

Entry 4:
A molecular structure, BCsF4 at a distorted geometry, computed with ωB97M-V with the def2-TZVPD basis set.

ORCA input file:
```
! RIJCOSX wB97M-V def2-TZVPD def2/J DEFGRID3
* xyz 0 1
Cs -28.551 -5.122 -4.451
B -29.559 -2.512 -4.173
F -30.809 -2.502 -4.777
F -29.146 -1.220 -3.875
F -29.614 -3.403 -3.161
F -28.690 -2.926 -5.083
*
```

Calculated values
Kohn-Sham gap (eV): 11.26
Relative energy (zero: lowest compared OMol25 entry of this formula, charge and spin) (eV): 1.363
E_LUMO (eV): -0.5317
Electronic energy (Eh): -444.669883

Löwdin atomic charge list, values in e, 4 entries:
1 Cs 1.550
2 B -1.584
3 F 0.125
4 F 0.140

***

Entry 5:
7 unconnected molecules or ions with the total composition BF4H12O6 at a distorted geometry, computed with ωB97M-V with the def2-TZVPD basis set.

ORCA input file:
```
! RIJCOSX wB97M-V def2-TZVPD def2/J DEFGRID3
* xyz -1 1
B 0.259 -0.879 0.027
F -1.019 -0.418 -0.157
F 1.090 0.166 0.342
F 0.368 -1.799 1.025
F 0.598 -1.366 -1.140
O -4.551 3.231 1.336
H -3.667 2.886 1.211
H -4.509 3.700 2.169
O 4.452 -3.253 -0.045
H 3.999 -2.486 0.306
H 3.762 -3.768 -0.464
O -0.672 -1.571 5.860
H -1.474 -1.058 5.756
H -0.552 -2.004 5.015
O 1.566 2.398 -4.280
H 0.962 1.683 -4.083
H 2.310 1.974 -4.708
O 1.595 4.919 -0.366
H 1.902 4.135 0.090
H 1.338 4.607 -1.234
O -2.662 -3.846 -2.574
H -1.954 -3.250 -2.328
H -3.139 -4.002 -1.759
*
```

Calculated values
Kohn-Sham gap (eV): 10.84
Relative energy (zero: lowest compared OMol25 entry of this formula, charge and spin) (eV): 1.355
E_LUMO (eV): 2.8786
Electronic energy (Eh): -883.255331

Löwdin atomic charge list, values in e, 4 entries:
1 B -1.528
2 F 0.111
3 F 0.110
4 F 0.129

***

Entry 6:
9 unconnected molecules or ions with the total composition BF4H16O8 at a distorted geometry, computed with ωB97M-V with the def2-TZVPD basis set.

ORCA input file:
```
! RIJCOSX wB97M-V def2-TZVPD def2/J DEFGRID3
* xyz -1 1
B 0.201 0.286 1.129
F -0.413 0.799 0.058
F 0.562 -0.992 0.780
F 1.322 1.083 1.329
F -0.665 0.330 2.176
O 2.654 -2.539 0.768
H 2.219 -3.355 1.035
H 1.963 -1.884 0.937
O -0.850 -3.366 -1.350
H -0.568 -2.431 -1.481
H -1.379 -3.669 -2.055
O -1.459 3.508 -1.309
H -1.882 2.806 -1.775
H -0.615 3.182 -1.046
O 3.878 -0.152 0.118
H 3.249 0.365 0.619
H 3.432 -0.968 0.135
O -2.177 -1.948 0.977
H -1.836 -2.208 0.129
H -1.390 -1.559 1.413
O -2.819 2.322 1.498
H -2.019 2.516 1.905
H -3.247 1.625 1.989
O -0.311 -0.783 -2.057
H -0.498 -0.379 -1.183
H -1.189 -0.873 -2.524
O 1.311 3.106 -0.704
H 1.319 2.517 0.037
H 1.209 2.662 -1.547
*
```

Calculated values
Kohn-Sham gap (eV): 10.62
Relative energy (zero: lowest compared OMol25 entry of this formula, charge and spin) (eV): 0.850
E_LUMO (eV): 2.7971
Electronic energy (Eh): -1036.167662

Löwdin atomic charge list, values in e, 4 entries:
1 B -1.415
2 F 0.181
3 F 0.150
4 F 0.135

***

Entry 7:
11 unconnected molecules or ions with the total composition BF4H20O10 at a distorted geometry, computed with ωB97M-V with the def2-TZVPD basis set.

ORCA input file:
```
! RIJCOSX wB97M-V def2-TZVPD def2/J DEFGRID3
* xyz -1 1
B -0.035 0.269 -0.248
F 0.978 -0.665 -0.442
F -0.950 -0.070 -1.189
F -0.573 0.148 0.997
F 0.436 1.569 -0.476
O -3.722 -1.339 1.194
H -2.969 -1.571 0.650
H -4.007 -2.169 1.576
O 2.349 -1.907 1.594
H 1.796 -1.160 1.363
H 1.783 -2.670 1.479
O -1.596 -1.716 3.238
H -2.553 -1.692 3.226
H -1.340 -1.544 2.332
O 0.713 4.528 0.002
H -0.089 4.074 -0.258
H 1.268 3.842 0.372
O 2.786 0.528 -2.013
H 1.907 0.453 -1.641
H 2.858 -0.217 -2.609
O -0.502 2.314 2.746
H 0.261 2.175 2.185
H -1.198 1.802 2.335
O 4.448 -1.968 -0.565
H 3.593 -1.959 -0.134
H 4.252 -1.810 -1.489
O -1.456 -2.750 -0.185
H -0.980 -1.926 -0.285
H -1.323 -3.206 -1.016
O -1.928 2.774 -1.068
H -1.333 2.031 -1.167
H -2.450 2.562 -0.294
O 0.052 0.739 -3.526
H -0.284 0.563 -2.647
H -0.192 -0.033 -4.036
*
```

Calculated values
Kohn-Sham gap (eV): 10.28
Relative energy (zero: lowest compared OMol25 entry of this formula, charge and spin) (eV): 1.008
E_LUMO (eV): 2.3718
Electronic energy (Eh): -1189.053564

Löwdin atomic charge list, values in e, 4 entries:
1 B -1.392
2 F 0.131
3 F 0.163
4 F 0.187

***

Entry 8:
A molecular structure, BF4Sn at a distorted geometry, computed with ωB97M-V with the def2-TZVPD basis set.

ORCA input file:
```
! RIJCOSX wB97M-V def2-TZVPD def2/J DEFGRID3
* xyz 1 1
Sn 2.187 -0.910 2.502
B -0.452 0.212 -0.510
F 0.449 0.230 0.583
F 0.246 0.256 -1.707
F -1.066 -1.041 -0.415
F -1.364 1.253 -0.452
*
```

Calculated values
Kohn-Sham gap (eV): 4.05
Relative energy (zero: lowest compared OMol25 entry of this formula, charge and spin) (eV): 3.504
E_LUMO (eV): -10.3513
Electronic energy (Eh): -638.361383

Löwdin atomic charge list, values in e, 4 entries:
1 Sn 1.897
2 B -1.280
3 F -0.026
4 F 0.140

***

Entry 9:
13 unconnected molecules or ions with the total composition BH28O12 at a distorted geometry, computed with ωB97M-V with the def2-TZVPD basis set.

ORCA input file:
```
! RIJCOSX wB97M-V def2-TZVPD def2/J DEFGRID3
* xyz -1 1
B 0.794 0.129 -0.721
H 1.192 -0.374 -1.738
H -0.284 0.681 -0.908
H 0.747 -0.723 0.216
H 1.491 1.080 -0.423
O 3.133 -3.042 1.636
H 2.734 -2.670 0.877
H 2.496 -2.753 2.320
O -3.223 2.180 0.592
H -2.282 2.024 0.867
H -3.412 2.988 1.108
O -0.376 -1.480 3.107
H -0.652 -0.584 3.171
H -0.290 -1.725 2.200
O -1.440 -1.517 -2.636
H -1.412 -2.469 -2.567
H -0.686 -1.193 -2.179
O 1.910 3.596 0.639
H 1.837 2.683 0.270
H 1.267 4.068 0.198
O -0.532 3.352 -0.198
H -0.464 2.417 -0.441
H -1.042 3.818 -0.934
O -1.635 2.172 -3.031
H -2.106 1.776 -3.783
H -0.946 1.538 -2.833
O -1.103 1.237 2.311
H -0.908 0.914 1.399
H -0.335 1.805 2.556
O 2.045 -3.174 -0.917
H 1.242 -2.756 -0.602
H 2.492 -2.509 -1.411
O 3.971 -0.438 0.049
H 4.619 0.216 -0.275
H 3.183 -0.104 -0.232
O -2.579 -0.886 0.609
H -2.825 -0.331 1.408
H -2.610 -0.290 -0.162
O -0.945 -3.269 0.169
H -1.491 -2.618 0.596
H -1.584 -3.773 -0.290
*
```

Calculated values
Kohn-Sham gap (eV): 9.96
Relative energy (zero: lowest compared OMol25 entry of this formula, charge and spin) (eV): 0.763
E_LUMO (eV): 2.6853
Electronic energy (Eh): -944.544821

Löwdin atomic charge list, values in e, 4 entries:
1 B -0.363
2 H -0.018
3 H -0.044
4 H 0.006

***

Entry 10:
2 unconnected molecules or ions with the total composition BH3S3 at a distorted geometry, computed with ωB97M-V with the def2-TZVPD basis set.

ORCA input file:
```
! RIJCOSX wB97M-V def2-TZVPD def2/J DEFGRID3
* xyz 0 1
B -1.070 0.240 -0.027
S 2.287 0.633 0.106
S -1.129 -1.438 -0.289
S -1.545 1.731 0.652
H 3.184 -0.203 -0.572
H 0.105 -1.218 -0.447
H -2.681 1.378 1.427
*
```

Calculated values
Kohn-Sham gap (spin up / spin down) (eV): 7.53 / 5.29
Relative energy (zero: lowest compared OMol25 entry of this formula, charge and spin) (eV): 4.163
E_LUMO (spin up / spin down) (eV): -1.0149 / -2.1003
Electronic energy (Eh): -1221.112711

Löwdin atomic charge list, values in e, 4 entries:
1 B -1.128
2 S 0.112
3 S 0.843
4 S 0.760

***

Entry 11:
A single BH4NS molecule at a distorted geometry, computed with ωB97M-V with the def2-TZVPD basis set.

ORCA input file:
```
! RIJCOSX wB97M-V def2-TZVPD def2/J DEFGRID3
* xyz 0 1
N 1.122 -0.686 -0.186
B -0.102 0.421 -0.023
S -1.749 -0.216 0.018
H 2.031 -0.391 0.110
H 0.897 -1.630 0.069
H 0.184 1.546 -0.021
H -2.382 0.955 0.034
*
```

Calculated values
Kohn-Sham gap (eV): 10.08
Relative energy (zero: lowest compared OMol25 entry of this formula, charge and spin) (eV): 0.603
E_LUMO (eV): 0.5518
Electronic energy (Eh): -480.219682

Löwdin atomic charge list, values in e, 4 entries:
1 N -0.004
2 B -0.609
3 S 0.745
4 H 0.013

***

Entry 12:
A molecular structure, Ba2Br4I2O8P2Pb3 at a distorted geometry, computed with ωB97M-V with the def2-TZVPD basis set.

ORCA input file:
```
! RIJCOSX wB97M-V def2-TZVPD def2/J DEFGRID3
* xyz -2 1
Pb -3.759 0.906 4.284
Pb 0.779 2.094 1.706
Pb 1.095 -0.557 -1.336
Ba 1.599 -3.312 3.756
Ba -3.184 -2.456 -0.812
I -4.306 -1.619 2.435
I 4.272 0.910 1.358
P -0.686 -2.701 -2.963
O 0.272 -1.533 -3.299
O -0.182 -4.121 -3.135
O -2.134 -2.327 -3.359
O -0.707 -2.163 -1.463
P 1.786 2.438 -2.089
O 3.097 3.217 -2.184
O 0.723 3.392 -2.661
O 1.268 1.908 -0.674
O 1.851 1.211 -2.993
Br 0.130 -0.644 1.592
Br 1.775 2.844 4.593
Br -2.273 2.770 1.514
Br -1.416 -0.257 5.730
*
```

Calculated values
Kohn-Sham gap (eV): 1.56
E_LUMO (eV): 0.5739
Electronic energy (Eh): -12806.026865

Löwdin atomic charge list, values in e, 4 entries:
1 Pb 0.619
2 Pb 0.584
3 Pb 1.306
4 Ba 0.768

***

Entry 13:
A molecular structure, Ba2Cl3O12Pb at a distorted geometry, computed with ωB97M-V with the def2-TZVPD basis set.

ORCA input file:
```
! RIJCOSX wB97M-V def2-TZVPD def2/J DEFGRID3
* xyz 2 2
Ba 1.029 4.122 -0.310
Ba -0.523 -0.250 3.759
Pb 2.491 -2.600 -2.029
Cl -4.369 -0.908 2.118
O -3.024 -1.154 2.271
O -4.715 -0.940 0.718
O -5.164 -1.828 2.818
O -4.532 0.365 2.701
Cl -0.012 -0.011 -0.381
O -0.731 -0.583 -1.499
O -0.619 -0.490 0.785
O 1.398 -0.402 -0.345
O -0.234 1.444 -0.208
Cl 3.797 0.684 -2.079
O 2.649 0.271 -2.806
O 3.491 1.816 -1.200
O 4.173 -0.427 -1.306
O 4.895 0.890 -3.006
*
```

Calculated values
Kohn-Sham gap (spin up / spin down) (eV): 3.34 / 4.49
E_LUMO (spin up / spin down) (eV): -8.7019 / -8.7030
Electronic energy (Eh): -2525.835222

Löwdin atomic charge list, values in e, 4 entries:
1 Ba 1.940
2 Ba 1.936
3 Pb 1.170
4 Cl 0.552

***

Entry 14:
A molecular structure, BaH14O7, computed with ωB97M-V with the def2-TZVPD basis set.

ORCA input file:
```
! RIJCOSX wB97M-V def2-TZVPD def2/J DEFGRID3
* xyz 2 1
Ba 0.090 0.042 -0.325
O -0.212 -2.680 0.033
H -0.557 -3.290 -0.636
H -0.630 -2.945 0.866
O -0.708 -0.555 2.201
H -1.487 -0.374 2.748
H -0.064 -0.948 2.812
O -0.539 2.276 -1.827
H -1.092 2.794 -1.220
H -0.514 2.796 -2.644
O 2.172 -1.189 -2.013
H 3.016 -1.642 -2.160
H 1.906 -0.932 -2.910
O 2.401 -0.442 0.903
H 2.957 0.081 1.500
H 3.013 -0.938 0.341
O -0.079 2.297 1.207
H 0.683 2.898 1.191
H -0.683 2.692 1.853
O -2.837 -0.013 -0.566
H -3.267 0.537 -1.238
H -3.568 -0.463 -0.117
*
```

Calculated values
Kohn-Sham gap (eV): 12.72
Relative energy (zero: lowest compared OMol25 entry of this formula, charge and spin) (eV): 0.095
E_LUMO (eV): -6.2659
Electronic energy (Eh): -560.176175

Löwdin atomic charge list, values in e, 4 entries:
1 Ba 2.166
2 O -0.177
3 H 0.079
4 H 0.062

***

Entry 15:
A molecular structure, BaH18O9, computed with ωB97M-V with the def2-TZVPD basis set.

ORCA input file:
```
! RIJCOSX wB97M-V def2-TZVPD def2/J DEFGRID3
* xyz 2 1
Ba -1.951 0.613 -12.816
O -4.423 -0.655 -12.461
H -5.204 -0.431 -11.935
H -4.682 -1.438 -12.963
O -0.979 3.042 -13.965
H -0.901 3.915 -13.551
H -1.093 3.230 -14.907
O 0.755 0.658 -12.243
H 1.365 0.028 -12.648
H 1.223 0.999 -11.465
O -0.959 -2.047 -12.459
H -0.825 -2.788 -13.068
H -0.178 -2.087 -11.890
O -1.829 -0.465 -10.100
H -2.072 -0.126 -9.226
H -1.128 -1.104 -9.924
O -3.590 2.378 -11.257
H -4.285 2.049 -10.670
H -3.355 3.245 -10.896
O -0.114 -0.506 -14.958
H -0.504 -0.064 -15.727
H 0.837 -0.359 -15.081
O -2.845 -1.343 -14.675
H -2.908 -1.475 -15.633
H -2.762 -2.240 -14.323
O -3.806 1.534 -14.675
H -4.103 2.296 -15.193
H -4.290 0.774 -15.030
*
```

Calculated values
Kohn-Sham gap (eV): 12.38
Relative energy (zero: lowest compared OMol25 entry of this formula, charge and spin) (eV): 0.299
E_LUMO (eV): -5.9586
Electronic energy (Eh): -713.082812

Löwdin atomic charge list, values in e, 4 entries:
1 Ba 2.126
2 O -0.161
3 H 0.078
4 H 0.059